[1]
Computed, not measured: C5H12N2O in the gas phase at a distorted geometry, with ωB97M-V with the def2-TZVPD basis set.

Atoms and positions in Å:
C (-1.3557, 0.6182, -1.1930)
C (-0.8960, 0.2512, 0.2493)
C (-1.2097, -1.2630, 0.2783)
N (-0.2933, -2.2050, 0.6330)
O (-2.3330, -1.7203, 0.0801)
N (0.5450, 0.3882, 0.5186)
C (1.0827, 1.6041, 1.0619)
C (1.4160, -0.1814, -0.5835)
H (-1.5053, -0.2895, -1.7367)
H (-0.5642, 1.2361, -1.6756)
H (-2.2102, 1.2330, -1.3485)
H (-1.5013, 0.7119, 0.9921)
H (0.6653, -2.0003, 0.8621)
H (-0.5224, -3.1432, 0.8863)
H (1.7228, 2.1950, 0.2764)
H (1.8444, 1.3280, 1.8397)
H (0.3407, 2.2896, 1.4269)
H (1.9085, 0.5786, -1.2016)
H (0.7169, -0.7738, -1.2038)
H (2.1487, -0.8573, -0.1618)

* maximum force: 3.2 eV Å⁻¹
* orbital gap: 9.37 eV
* SMILES string: C[C@@H](C(N)=O)N(C)C

[2]
Computed, not measured: 9 unconnected molecules or ions with the total composition C34H72F15N3O18PS5 at a distorted geometry, with ωB97M-V with the def2-TZVPD basis set.

Atoms and positions in Å:
C (-2.3936, 2.3111, -1.1824)
C (-1.7759, 1.1862, -0.4877)
O (-0.9543, 0.4463, -1.1919)
N (-2.1380, 0.9424, 0.9519)
H (-1.4244, 1.4118, 1.4910)
H (-3.0434, 1.3608, 1.1108)
C (-2.2648, -0.5573, 1.3247)
H (-1.7180, 3.1508, -1.0197)
H (-3.2872, 2.7156, -0.7070)
H (-2.6489, 2.2765, -2.2415)
H (-1.2925, -1.0431, 1.4081)
H (-3.0291, -1.0788, 0.7485)
H (-2.8151, -0.5757, 2.2654)
C (-2.3165, 0.9716, 11.8896)
N (-3.6023, 1.8706, 11.8699)
C (-4.8160, 0.9434, 12.0450)
C (-3.4628, 2.7109, 13.1282)
C (-3.7497, 2.6901, 10.5240)
C (-3.3871, 2.0118, 9.2002)
O (-4.1658, 0.8981, 9.0068)
H (-1.5203, 1.6986, 11.7294)
H (-2.1725, 0.4085, 10.9675)
H (-2.1155, 0.4467, 12.8235)
H (-5.7167, 1.5229, 11.8420)
H (-4.9505, 0.5138, 13.0376)
H (-4.7845, 0.0705, 11.3930)
H (-4.3032, 3.4024, 13.1884)
H (-2.6404, 3.3906, 12.9056)
H (-3.3710, 2.1103, 14.0331)
H (-3.0360, 3.5113, 10.5904)
H (-4.7388, 3.1153, 10.3536)
H (-2.3508, 1.6876, 9.1050)
H (-3.4708, 2.7542, 8.4065)
H (-4.6018, 1.0139, 8.1593)
C (-9.6617, -8.4501, 9.6914)
N (-8.2830, -8.5854, 9.0395)
C (-7.3031, -8.4603, 10.2199)
C (-8.1817, -9.9254, 8.3165)
C (-8.1416, -7.3956, 8.0648)
C (-6.7023, -7.1221, 7.6657)
O (-6.1814, -8.1762, 6.8436)
H (-9.6181, -7.4817, 10.1898)
H (-9.9107, -9.2811, 10.3514)
H (-10.4401, -8.4929, 8.9296)
H (-7.3060, -7.4730, 10.6818)
H (-6.3020, -8.7743, 9.9247)
H (-7.6947, -9.1738, 10.9449)
H (-8.1409, -10.7174, 9.0642)
H (-7.2998, -9.9232, 7.6759)
H (-8.9868, -10.0447, 7.5914)
H (-8.3738, -6.4576, 8.5689)
H (-8.8511, -7.6502, 7.2774)
H (-6.1632, -6.7921, 8.5537)
H (-6.7907, -6.2679, 6.9944)
H (-6.3175, -7.9347, 5.9245)
C (3.7003, 3.9823, -12.0999)
C (4.9468, 3.4315, -12.4213)
C (5.9346, 3.2637, -11.2335)
C (5.4560, 2.1054, -10.2875)
P (6.5213, 1.5390, -8.8968)
C (8.1583, 1.0189, -9.6401)
C (9.2956, 0.5637, -8.7738)
C (10.6475, 0.3348, -9.5732)
C (11.4137, 1.6439, -9.8224)
C (6.8402, 2.8972, -7.7195)
C (7.1061, 2.4876, -6.2133)
C (5.9887, 2.1086, -5.3092)
C (6.4234, 1.1252, -4.1626)
C (5.8709, 0.0654, -8.1701)
C (4.3783, 0.1304, -7.9026)
C (4.1253, -1.1319, -7.1700)
C (3.7678, -2.2704, -8.0872)
H (3.1901, 3.4594, -11.2909)
H (2.9531, 4.0618, -12.8894)
H (3.9036, 4.9809, -11.7131)
H (5.3666, 3.8859, -13.3187)
H (4.7101, 2.4117, -12.7249)
H (6.0446, 4.1580, -10.6201)
H (6.9663, 3.0750, -11.5300)
H (5.5157, 1.1281, -10.7665)
H (4.4552, 2.2201, -9.8712)
H (8.5461, 1.8544, -10.2229)
H (7.8295, 0.1853, -10.2606)
H (9.0877, -0.3939, -8.2964)
H (9.5858, 1.1710, -7.9164)
H (10.6964, -0.1905, -10.5270)
H (11.2832, -0.3285, -8.9867)
H (10.8303, 2.5427, -10.0222)
H (12.1495, 1.4246, -10.5961)
H (11.8760, 1.9668, -8.8896)
H (5.8885, 3.4067, -7.8701)
H (7.6590, 3.4929, -8.1230)
H (7.6716, 3.2332, -5.6545)
H (7.7931, 1.6462, -6.1224)
H (5.0390, 1.8922, -5.7985)
H (5.7652, 3.0936, -4.8995)
H (5.8278, 1.2677, -3.2609)
H (7.4222, 1.3471, -3.7867)
H (6.3476, 0.0929, -4.5042)
H (6.5543, -0.2063, -7.3657)
H (5.9193, -0.6945, -8.9501)
H (3.7122, 0.1610, -8.7648)
H (4.1392, 0.9917, -7.2789)
H (3.1881, -0.9303, -6.6512)
H (4.7950, -1.4428, -6.3681)
H (3.6667, -3.0854, -7.3706)
H (4.5542, -2.6199, -8.7562)
H (2.8635, -2.0694, -8.6616)
C (-9.9487, -0.5627, 1.8148)
F (-10.8664, -0.0870, 2.7177)
F (-9.5223, -1.7406, 2.1995)
F (-10.5775, -0.6853, 0.6393)
S (-8.5011, 0.7142, 1.7889)
O (-9.2697, 1.9858, 1.6494)
O (-7.7239, 0.6534, 3.0289)
O (-7.7057, 0.2846, 0.6494)
C (4.1612, -1.5111, 7.5196)
F (4.4180, -2.8293, 7.5288)
F (3.8922, -1.0718, 6.3070)
F (3.0618, -1.2751, 8.2541)
S (5.7624, -0.7780, 8.3482)
O (6.9238, -1.2564, 7.5453)
O (5.5731, 0.6966, 8.3347)
O (5.8531, -1.3066, 9.6780)
C (2.2009, 7.0093, 2.6657)
F (3.5031, 7.3475, 2.7914)
F (1.5724, 8.1230, 2.4759)
F (2.0900, 6.2509, 1.5483)
S (1.5868, 6.0157, 4.3002)
O (2.7912, 6.1212, 5.1317)
O (0.4578, 6.7355, 4.8408)
O (1.1560, 4.6509, 3.9205)
C (0.0506, 7.7843, -6.6890)
F (0.9005, 7.7901, -5.6296)
F (0.0417, 6.5392, -7.2829)
F (-1.1012, 8.1650, -6.2367)
S (0.8468, 8.9411, -8.1316)
O (-0.0033, 8.7140, -9.2922)
O (0.5986, 10.3156, -7.5763)
O (2.2585, 8.6268, -8.4308)
C (-7.4780, -6.6482, -2.0357)
F (-7.5250, -7.6347, -2.9817)
F (-6.6074, -5.6564, -2.1993)
F (-8.6415, -6.0181, -1.9128)
S (-7.0284, -7.5278, -0.3552)
O (-8.3066, -8.0170, 0.2286)
O (-6.0933, -8.6029, -0.7276)
O (-6.4634, -6.4506, 0.5050)

* total charge: -1
* maximum force: 8.6 eV Å⁻¹
* orbital gap: 4.86 eV

[3]
Computed, not measured: 2 unconnected molecules or ions with the total composition C4H13NOS at a distorted geometry, with ωB97M-V with the def2-TZVPD basis set.

Atoms and positions in Å:
C (1.9750, 0.7826, -0.1989)
N (0.5707, 1.1338, -0.1365)
C (0.1658, 1.7348, 1.1607)
C (-1.2493, 2.2610, 0.8654)
C (-2.2792, 1.1880, 1.1918)
S (-2.1483, -0.6244, 0.7841)
H (2.6761, 1.6335, -0.1103)
H (2.0950, 0.0739, 0.6475)
H (2.2029, 0.3433, -1.1704)
H (0.0028, 0.2894, -0.1584)
H (0.1229, 0.8894, 1.8610)
H (0.8955, 2.4302, 1.5473)
H (-1.5864, 3.0903, 1.5428)
H (-1.3785, 2.5042, -0.1894)
H (-2.4435, 1.0764, 2.3231)
H (-3.3393, 1.3756, 0.8874)
H (-1.5121, -1.1188, 1.8900)
O (3.8905, -4.6571, -3.8530)
H (4.8531, -4.5734, -3.8165)
H (3.6678, -3.7180, -3.8086)

* maximum force: 3.7 eV Å⁻¹
* orbital gap: 9.36 eV
* SMILES string: CNCCCS.O

[4]
Computed, not measured: a molecular structure, C26H25O4PPtS2Se2, with ωB97M-V with the def2-TZVPD basis set.

Atoms and positions in Å:
Pt (-1.1938, -1.3739, -0.1671)
Se (-0.3597, -0.6583, 1.9895)
P (-1.1935, 1.2973, 1.5114)
Se (-1.9401, 0.8872, -0.4931)
C (0.0302, 2.6332, 1.5384)
C (1.3767, 2.3711, 1.7640)
C (2.2914, 3.4164, 1.7476)
C (1.8620, 4.7129, 1.5020)
C (0.5161, 4.9727, 1.2709)
C (-0.4021, 3.9354, 1.2918)
C (-2.4663, 1.8517, 2.6651)
C (-3.8024, 1.9175, 2.2906)
C (-4.7511, 2.3296, 3.2165)
C (-4.3651, 2.6663, 4.5056)
C (-3.0285, 2.5940, 4.8792)
C (-2.0753, 2.1897, 3.9601)
H (1.7006, 1.3521, 1.9392)
H (3.3397, 3.2159, 1.9261)
H (2.5765, 5.5259, 1.4909)
H (0.1828, 5.9840, 1.0781)
H (-1.4536, 4.1340, 1.1182)
H (-4.0950, 1.6330, 1.2879)
H (-5.7932, 2.3807, 2.9303)
H (-5.1083, 2.9836, 5.2254)
H (-2.7313, 2.8531, 5.8869)
H (-1.0304, 2.1333, 4.2441)
C (2.6349, -6.0805, 0.0384)
C (1.3304, -5.4276, -0.3336)
C (1.1037, -5.0108, -1.6475)
C (-0.0865, -4.4096, -2.0051)
C (-1.0785, -4.2232, -1.0468)
C (-0.8758, -4.6373, 0.2614)
C (0.3306, -5.2347, 0.6102)
S (-2.5804, -3.3536, -1.4901)
O (-1.9941, -2.0389, -1.9679)
O (-3.2278, -4.0311, -2.5704)
O (-3.2900, -3.1686, -0.2420)
H (3.4822, -5.4791, -0.2942)
H (2.7217, -7.0600, -0.4361)
H (2.7154, -6.2180, 1.1155)
H (1.8753, -5.1609, -2.3945)
H (-0.2613, -4.0732, -3.0198)
H (-1.6588, -4.4835, 0.9928)
H (0.4919, -5.5538, 1.6329)
C (3.1330, -1.3028, -2.9121)
S (1.3868, -1.0567, -2.5207)
O (1.2884, -1.2352, -1.0399)
C (1.3718, 0.7260, -2.7783)
C (1.0475, 1.2614, -4.0148)
C (0.9966, 2.6402, -4.1607)
C (1.2473, 3.4634, -3.0704)
C (1.5485, 2.9129, -1.8304)
C (1.6101, 1.5359, -1.6824)
H (3.7282, -0.6866, -2.2411)
H (3.3079, -1.0348, -3.9539)
H (3.3390, -2.3602, -2.7492)
H (0.8196, 0.6077, -4.8493)
H (0.7425, 3.0717, -5.1200)
H (1.1919, 4.5385, -3.1843)
H (1.7190, 3.5525, -0.9730)
H (1.8028, 1.0722, -0.7227)

* maximum force: 0.5 eV Å⁻¹
* orbital gap (alpha / beta): 7.35 / 7.35 eV

[5]
Computed, not measured: 11 unconnected molecules or ions with the total composition C13H48N12O11 at a distorted geometry, with ωB97M-V with the def2-TZVPD basis set.

Atoms and positions in Å:
N (25.2568, -9.6177, 9.2122)
C (25.2613, -8.3697, 9.6095)
N (24.6357, -8.1649, 10.7419)
O (25.8045, -7.3581, 8.8254)
H (25.8031, -9.7702, 8.3959)
H (24.8122, -10.4311, 9.6597)
H (24.8236, -7.2714, 11.2149)
H (24.4222, -8.9585, 11.3917)
N (29.1982, -11.3155, 8.3502)
C (30.2266, -10.5676, 8.3950)
N (30.0521, -9.6269, 9.2414)
O (31.2651, -10.5845, 7.5099)
H (29.2893, -12.0579, 7.6528)
H (28.4544, -11.4264, 9.0313)
H (30.8008, -8.9529, 9.3854)
H (29.2105, -9.6653, 9.8081)
N (28.6369, -0.5880, 10.3456)
C (29.1223, -1.7335, 10.4917)
N (28.6107, -2.5495, 9.5760)
O (30.1054, -2.0933, 11.3685)
H (28.8831, 0.0944, 11.1547)
H (29.1214, -0.0872, 9.5982)
H (28.9799, -3.5261, 9.6075)
H (27.6581, -2.4187, 9.1657)
N (26.8370, -5.0144, 6.7368)
C (26.9264, -3.6827, 6.8237)
N (27.5650, -3.2512, 5.7356)
O (26.4858, -2.8337, 7.8416)
H (26.3291, -5.5793, 7.4227)
H (27.1725, -5.5483, 5.9451)
H (27.9358, -2.2297, 5.6676)
H (28.1403, -3.9447, 5.1592)
N (28.2535, -3.9008, 12.6307)
C (28.3271, -4.7981, 13.5374)
N (27.2637, -5.5492, 13.6612)
O (29.5129, -4.9736, 14.2996)
H (29.0042, -3.2289, 12.4613)
H (27.3890, -3.6861, 12.0884)
H (27.2551, -6.3527, 14.3709)
H (26.6538, -5.7178, 12.8576)
N (25.6660, -4.7872, 9.6270)
C (25.5316, -4.6183, 10.9321)
N (25.7130, -3.3796, 11.2687)
O (25.3179, -5.6566, 11.8077)
H (25.6137, -5.7921, 9.3461)
H (25.6082, -4.0858, 8.8754)
H (25.4306, -3.0740, 12.2049)
H (26.0147, -2.5521, 10.7147)
C (30.3109, -5.8854, 10.6143)
C (28.9732, -5.9381, 9.9357)
O (28.9709, -5.0234, 8.8605)
H (30.5779, -4.8924, 10.9568)
H (31.1031, -6.1788, 9.9310)
H (30.3331, -6.5107, 11.5013)
H (28.1500, -5.6090, 10.5840)
H (28.6365, -6.9266, 9.5753)
H (28.0404, -4.9058, 8.5710)
C (31.6148, -7.2219, 6.7356)
C (31.8506, -5.7431, 6.4852)
O (30.5602, -5.1006, 6.4024)
H (32.5829, -7.7406, 6.9038)
H (31.0009, -7.6468, 5.9437)
H (30.9912, -7.3739, 7.6706)
H (32.3758, -5.4380, 5.6185)
H (32.3743, -5.1703, 7.3045)
H (30.2934, -4.7464, 7.2516)
C (28.3964, -7.9154, 7.1426)
O (27.2592, -7.9768, 6.4177)
H (28.8193, -6.9490, 7.1362)
H (29.1021, -8.4803, 6.5783)
H (28.1692, -8.4010, 8.0995)
H (26.9379, -8.8707, 6.5855)
C (31.7334, -2.6328, 8.1920)
O (30.4612, -2.4917, 7.5783)
H (31.7240, -3.5261, 8.9403)
H (31.8878, -1.6539, 8.6613)
H (32.4803, -2.8941, 7.4363)
H (29.8085, -2.5717, 8.2809)
C (27.7250, -8.6295, 12.0128)
O (27.8067, -9.4641, 10.8951)
H (27.1543, -7.7708, 11.7243)
H (28.6939, -8.2478, 12.2776)
H (27.3224, -9.0544, 12.9359)
H (26.9467, -9.7015, 10.5082)

* maximum force: 11.1 eV Å⁻¹
* orbital gap: 7.53 eV
* SMILES string: NC(N)=O.NC(N)=O.NC(N)=O.NC(N)=O.NC(N)=O.NC(N)=O.CCO.CCO.CO.CO.CO